Arrangement w

Entry from OMol25: a cluster of 2 separate species, C3H8O3S in total (wB97M-V/def2-TZVPD).

Geometry as XYZ:
```
15
Properties=species:S:1:pos:R:3:mulliken_charge:R:1
O 0.726 1.393 2.738 -0.621
H 0.264 2.251 2.878 0.324
H 0.925 1.372 1.775 0.375
O 2.702 0.008 -1.421 -0.485
O 0.852 -1.123 -0.973 -0.349
S -1.274 1.101 0.407 -0.100
C 1.509 -0.058 -1.473 0.172
C -0.550 -1.162 -1.030 -0.600
C -1.237 -0.690 0.282 -0.361
H 0.061 1.261 0.282 -0.141
H 0.749 0.699 -1.750 0.401
H -0.694 -2.247 -1.193 0.330
H -0.942 -0.632 -1.919 0.388
H -2.295 -1.009 0.217 0.348
H -0.797 -1.165 1.180 0.318
```

Orbital gap = 10.044 eV
Spin multiplicity = 1
SMILES = O=COCCS.O
Total charge = 0

---

Arrangement x

Entry from OMol25: a cluster of 2 separate species, C3H8O3S in total (wB97M-V/def2-TZVPD).

Geometry as XYZ:
```
15
Properties=species:S:1:pos:R:3:mulliken_charge:R:1
O 0.206 2.152 1.910 -0.566
C 0.585 1.526 0.957 0.382
O 1.401 2.120 0.097 -0.470
C -0.223 0.493 0.368 -0.153
C -0.344 0.190 -1.056 -0.424
S -1.110 -1.458 -1.451 -0.277
H 2.126 2.827 0.343 0.357
H 0.252 -0.342 0.843 0.092
H -1.198 0.739 0.733 0.292
H 0.653 0.407 -1.874 0.335
H -1.208 0.826 -1.470 0.280
H -0.439 -1.611 -2.637 0.151
H 0.014 -3.122 0.316 0.317
H 0.312 -2.991 1.812 0.301
O 0.536 -2.605 0.934 -0.616
```

Orbital gap = 9.645 eV
Spin multiplicity = 1
SMILES = O=C(O)CCS.O
Total charge = 0

---

Bottom line: arrangement w, by a margin of 20.5 kcal/mol.

---

Arrangement w

Entry from OMol25: the molecule C6H10N2O2 (wB97M-V/def2-TZVPD).

Geometry as XYZ:
```
20
Properties=species:S:1:pos:R:3:mulliken_charge:R:1
C 2.475 -0.607 -0.134 0.385
C 1.711 0.577 -0.612 -0.417
C 1.035 1.272 0.554 -0.446
C -0.303 1.319 0.662 -0.142
C -1.226 0.747 -0.307 -0.816
C -1.832 -0.658 0.020 0.545
H 2.256 -2.262 0.962 0.228
H 0.687 -1.468 0.540 0.252
H 2.387 1.236 -1.134 0.297
H 1.014 0.167 -1.353 0.136
H 1.697 1.689 1.313 0.367
H -0.756 1.924 1.464 0.350
H -0.789 0.708 -1.329 0.313
H -2.078 1.397 -0.480 0.453
H -3.701 0.119 -0.285 0.229
H -3.664 -1.560 -0.027 0.281
N 1.713 -1.542 0.460 -0.261
N -3.170 -0.731 -0.334 -0.409
O 3.675 -0.707 -0.288 -0.664
O -1.133 -1.619 0.307 -0.682
```

Orbital gap = 9.600 eV
Spin multiplicity = 1
SMILES = NC(=O)C/C=C\CC(N)=O
Total charge = 0

---

Arrangement x

Entry from OMol25: a structure of composition C6H10N2O2 (wB97M-V/def2-TZVPD).

Geometry as XYZ:
```
20
Properties=species:S:1:pos:R:3:mulliken_charge:R:1
C 4.378 0.316 2.743 -0.823
N 4.173 -1.105 2.731 0.177
C 3.201 -1.983 3.387 0.082
C 1.814 -2.124 2.786 -1.048
C 1.034 -0.877 2.567 0.511
N 1.028 0.269 3.049 -0.636
C 4.190 -3.138 3.059 -0.744
C 4.874 -2.111 2.155 0.429
O 5.341 -2.119 1.023 -0.641
H 5.316 0.532 2.218 0.352
H 3.607 0.843 2.165 0.246
H 4.391 0.696 3.773 0.290
H 3.102 -1.739 4.454 0.389
H 1.857 -2.694 1.845 0.433
H 1.217 -2.775 3.445 0.352
H 4.799 -3.515 3.888 0.296
H 3.747 -3.986 2.523 0.308
O 0.808 -0.442 0.916 -0.672
H 1.411 -1.008 0.412 0.275
H 0.874 0.850 1.901 0.425
```

Orbital gap = 10.014 eV
Spin multiplicity = 1
Total charge = 0

---

Arrangement y

Entry from OMol25: a cluster of 2 separate species, C6H10N2O2 in total (wB97M-V/def2-TZVPD).

Geometry as XYZ:
```
20
Properties=species:S:1:pos:R:3:mulliken_charge:R:1
O -2.539 1.240 1.045 -0.545
C -2.162 0.293 0.405 0.252
C -2.681 -1.097 0.101 -0.314
N -1.374 -1.393 -0.532 -0.554
C -0.767 -0.133 -0.039 0.326
C -0.075 0.759 -1.060 -0.757
C 1.244 0.133 -1.520 -0.418
C 2.149 1.067 -2.202 0.133
N 2.819 2.000 -2.455 -0.436
H -2.895 -1.670 1.019 0.247
H -3.555 -1.144 -0.565 0.258
H -0.925 -2.226 -0.164 0.283
H -0.123 -0.283 0.847 0.287
H -0.730 0.902 -1.930 0.269
H 0.083 1.745 -0.602 0.361
H 1.804 -0.282 -0.667 0.282
H 1.045 -0.725 -2.178 0.323
O 3.157 0.159 3.740 -0.652
H 2.824 -0.463 3.071 0.315
H 2.701 1.117 3.686 0.339
```

Orbital gap = 10.136 eV
Spin multiplicity = 1
SMILES = N#CCC[C@@H]1NCC1=O.O
Total charge = 0

---

Bottom line: arrangement w, by a margin of 56.5 kcal/mol.

---

Arrangement w

Entry from OMol25: a cluster of 2 separate species, C5H12N in total (wB97M-V/def2-TZVPD).

Geometry as XYZ:
```
18
Properties=species:S:1:pos:R:3:mulliken_spin:R:1
C 2.151 -2.132 3.183 0.269
C 0.094 0.224 0.390 -0.052
N 0.277 -0.699 1.250 0.472
C -0.846 1.252 -3.026 -0.010
C -1.126 1.502 -1.488 -0.003
C -0.976 0.330 -0.623 0.050
H 3.208 -1.958 3.417 0.050
H 1.517 -1.751 3.977 0.003
H 1.912 -1.538 2.213 0.185
H 1.949 -3.191 3.047 0.009
H -1.642 0.586 -3.364 0.000
H 1.004 0.771 0.101 0.017
H 0.094 0.753 -3.213 0.000
H -0.891 2.187 -3.598 0.000
H -0.499 2.293 -1.051 -0.001
H -2.178 1.845 -1.459 0.002
H -0.340 -1.515 1.105 0.011
H -1.782 -0.431 -0.552 0.000
```

Orbital gap (alpha / beta) = 8.137 / 6.651 eV
Spin multiplicity = 2
Total charge = +2

---

Arrangement x

Entry from OMol25: the ion C5H12N with charge +2 (wB97M-V/def2-TZVPD).

Geometry as XYZ:
```
18
Properties=species:S:1:pos:R:3:mulliken_spin:R:1
C 0.357 -1.258 0.835 0.003
C -0.772 -0.646 0.046 0.063
C -0.839 0.809 -0.348 0.292
C -0.935 1.254 -1.626 0.416
C -0.416 1.776 0.718 0.066
N 1.631 -1.401 -0.009 0.004
H 0.208 -2.265 1.215 -0.001
H 0.667 -0.648 1.688 0.001
H -0.942 -1.300 -0.826 0.003
H -1.723 -0.814 0.578 0.036
H -1.654 0.922 -2.383 0.033
H -0.489 2.162 -2.037 0.042
H -0.937 1.579 1.657 -0.004
H -0.673 2.800 0.457 0.002
H 0.678 1.642 0.701 0.044
H 2.340 -1.883 0.562 0.000
H 2.012 -0.597 -0.507 0.001
H 1.488 -2.131 -0.721 0.000
```

Orbital gap (alpha / beta) = 10.659 / 9.655 eV
Spin multiplicity = 2
Total charge = +2

---

Bottom line: arrangement x, by a margin of 114.3 kcal/mol.